Formula: C7H6
Source: the OMol25 dataset
Level of theory: wB97M-V/def2-TZVPD

The orbital gap comes out at 7.62 eV. Its SMILES is CC1=CC2=C=C2C1. The HOMO energy comes out at -7.47 eV. The charge is 0. For the LUMO energy, the calculation gives 0.15 eV.

Atoms and positions in Å:
C (0.5157, -0.8724, 2.5383)
C (1.7129, -0.8245, 3.3664)
C (1.7461, 0.1126, 0.7656)
C (1.9006, -0.4429, 2.0562)
C (-0.4516, -0.5854, 1.4674)
C (0.4381, -0.0249, 0.3711)
C (-0.1356, 0.2836, -0.9581)
H (2.5718, 0.5197, 0.2764)
H (-0.8186, -1.7364, 1.3287)
H (-1.2545, 0.0377, 1.6772)
H (-0.1025, 1.2345, -1.3149)
H (-1.2688, 0.0381, -0.8731)
H (0.3212, -0.4042, -1.6078)

Atomic forces in eV per Å
C 4.00 1.92 0.43
C -0.38 -0.87 1.16
C -2.15 -0.91 0.16
C -4.14 -0.85 1.02
C 2.71 -4.01 -0.74
C 0.78 0.70 -0.12
C -3.16 -2.56 1.87
H 0.84 0.67 -1.24
H 0.38 2.68 -0.45
H -1.66 0.90 0.67
H 0.61 2.83 -0.85
H 1.81 0.25 -0.50
H 0.34 -0.76 -1.39

Formula: C7H6
Source: the OMol25 dataset
Level of theory: wB97M-V/def2-TZVPD

The orbital gap comes out at 9.31 eV. Its SMILES is C#CC1=CCC=C1. The HOMO energy comes out at -8.50 eV. The charge is 0. For the LUMO energy, the calculation gives 0.82 eV.

Atoms and positions in Å:
C (-0.6891, -0.9990, 2.7469)
C (-0.4915, -0.6540, 1.6009)
C (-0.1881, -0.1442, 0.3002)
C (-1.0098, 0.4184, -0.6457)
C (-0.1446, 0.8417, -1.8116)
C (1.2326, 0.4319, -1.4275)
C (1.2010, -0.1513, -0.2085)
H (-0.8057, -1.2181, 3.8470)
H (-2.0794, 0.5103, -0.6741)
H (-0.2478, 1.9099, -2.1125)
H (-0.5018, 0.2762, -2.7020)
H (2.1197, 0.6767, -2.0174)
H (2.0518, -0.6154, 0.3305)

Atomic forces in eV per Å
C 0.12 0.06 0.89
C -0.49 -0.18 1.13
C -0.49 0.19 -0.88
C 1.56 -0.23 0.44
C -0.84 -0.05 -0.53
C 0.40 0.10 0.62
C 0.48 -0.04 -0.36
H 0.13 0.27 -2.16
H -0.16 0.02 0.36
H 0.08 -0.56 0.39
H 0.30 0.21 0.27
H -0.36 -0.33 0.20
H -0.73 0.54 -0.37

Formula: C7H6
Source: the OMol25 dataset
Level of theory: wB97M-V/def2-TZVPD

The orbital gap comes out at 10.06 eV. Its SMILES is C[C@]12C=C[C@@H]3C1=C32. The HOMO energy comes out at -9.65 eV. The charge is 0. For the LUMO energy, the calculation gives 0.41 eV.

Atoms and positions in Å:
C (-1.7336, -0.1512, -0.5692)
C (-1.4459, 1.0124, 0.3075)
C (-0.4811, -0.7759, -0.9125)
C (-0.7772, -1.4707, 0.1833)
C (-0.1012, 0.9829, 0.5998)
C (0.4635, -0.1732, 0.0031)
C (1.8794, -0.5054, -0.1389)
H (-2.7180, -0.3072, -0.8368)
H (-2.3639, 1.6527, 0.6892)
H (0.4008, 1.7479, 1.1844)
H (2.3285, -0.1885, -1.0673)
H (1.8984, -1.5948, 0.0070)
H (2.6502, -0.2289, 0.5504)

Atomic forces in eV per Å
C 1.33 2.83 2.64
C -2.72 -0.94 -0.74
C -0.46 0.17 -0.95
C 0.00 -0.33 0.27
C -0.60 0.37 0.12
C 0.45 1.70 0.16
C 1.13 -2.01 0.50
H -1.55 -1.09 -0.79
H 2.54 -1.02 -0.82
H 0.18 -0.35 -0.08
H -0.39 -0.26 -0.72
H 0.37 0.00 -0.86
H -0.29 0.93 1.26

Formula: C7H6AuCl2N2O3Ti
Source: the OMol25 dataset
Level of theory: wB97M-V/def2-TZVPD

The orbital gap (spin up / spin down) comes out at 7.39 / 4.92 eV. Its multiplicity is 4. The HOMO energy (spin up / spin down) comes out at -24.58 / -25.43 eV. The charge is +4. For the LUMO energy (spin up / spin down), the calculation gives -17.19 / -20.52 eV.

Atoms and positions in Å:
Ti (0.1672, 0.5692, -3.3360)
Au (1.0102, 0.3397, -1.0025)
Cl (-0.9466, -1.1881, -2.4519)
Cl (-1.1359, 2.3565, -3.4611)
C (1.8890, 1.9883, -0.4435)
C (0.8426, -1.0646, -4.6309)
C (1.2508, 1.4242, -5.1290)
O (2.2885, 2.8712, 0.1796)
O (1.0313, -1.9354, -5.3716)
O (1.2638, 1.8761, -6.1976)
C (-1.3996, -0.0613, 4.0741)
N (-0.7512, -0.4422, 2.8279)
C (-0.4382, -1.7461, 2.4252)
C (0.1964, -1.6448, 1.2258)
N (0.2715, -0.3077, 0.8926)
C (-0.3351, 0.4069, 1.8485)
H (-2.3648, -0.5964, 4.1154)
H (-0.7560, -0.3736, 4.9187)
H (-1.5486, 1.0356, 4.0845)
H (-0.6557, -2.6240, 3.0082)
H (0.5809, -2.3796, 0.5560)
H (-0.4604, 1.4960, 1.8677)

Atomic forces in eV per Å
Ti -2.82 1.49 -2.97
Au -0.58 -1.91 1.40
Cl 0.76 0.75 0.67
Cl 1.27 -1.68 0.38
C 3.18 5.70 4.30
C 1.01 -5.36 -4.49
C -0.20 3.08 -5.95
O -1.71 -3.70 -3.05
O -0.83 4.35 3.74
O 0.32 -2.36 5.47
C -0.63 0.33 1.18
N 0.71 -2.11 -1.25
C -1.74 2.38 3.40
C 1.31 1.93 -3.05
N 0.09 -1.05 -0.66
C -0.14 -0.29 0.73
H 0.30 0.34 0.13
H -0.31 0.19 -0.35
H 0.02 -0.65 0.05
H -0.16 -0.29 0.34
H 0.18 -0.77 -0.11
H -0.05 -0.38 0.12

Formula: C7H6BrCl3
Source: the OMol25 dataset
Level of theory: wB97M-V/def2-TZVPD

The orbital gap comes out at 8.77 eV. The HOMO energy comes out at -8.67 eV. The charge is 0. For the LUMO energy, the calculation gives 0.10 eV.

Atoms and positions in Å:
C (1.4933, 1.5646, -0.0819)
C (1.9245, 0.2069, -0.2227)
C (0.2041, 1.8863, -0.0259)
C (1.2627, -0.9604, -0.2772)
C (-0.8987, 0.8260, -0.1451)
C (-0.6384, -0.5856, 0.3502)
C (-1.6884, -1.5504, 0.0175)
Cl (3.7041, -0.0005, -0.3438)
Cl (-0.3029, 3.4763, 0.2349)
Cl (1.6061, -2.5875, -0.5078)
Br (-0.1823, -0.6820, 2.2424)
H (2.3966, 2.1856, -0.0546)
H (-1.9218, 1.0257, 0.3828)
H (-1.0573, 0.6040, -1.2748)
H (-2.3486, -1.7292, 0.8847)
H (-1.2959, -2.4684, -0.2867)
H (-2.2571, -1.2114, -0.8921)

Atomic forces in eV per Å
C 0.53 -0.11 0.03
C 1.41 -3.27 -0.70
C -0.51 -1.39 0.50
C -4.57 2.20 1.06
C -1.36 -0.75 -0.68
C 5.07 0.57 -0.42
C -1.69 0.60 -0.80
Cl -0.46 0.36 -0.06
Cl -0.32 0.86 -0.01
Cl 0.36 0.33 0.08
Br -0.33 0.16 0.20
H -1.04 0.58 0.16
H 1.80 0.63 -1.22
H -0.10 0.83 1.61
H 0.12 0.20 -0.58
H 0.86 -1.72 -0.17
H 0.23 -0.09 1.00

Formula: C7H6BrFO2S
Source: the OMol25 dataset
Level of theory: wB97M-V/def2-TZVPD

The orbital gap comes out at 8.10 eV. The HOMO energy comes out at -8.73 eV. The charge is 0. For the LUMO energy, the calculation gives -0.63 eV.

Atoms and positions in Å:
C (-2.5527, 0.6671, -0.5079)
C (-1.5200, 0.7662, -1.3890)
C (-2.2788, 0.4104, 0.8561)
C (-0.2362, 0.2715, -1.1459)
C (-1.0569, -0.1036, 1.1872)
C (-0.0237, -0.1581, 0.1028)
C (3.0728, -0.0938, -0.1645)
O (1.9634, -2.0162, 0.0239)
O (1.5965, -0.9238, 2.0821)
F (2.5852, 0.0905, -1.5807)
S (1.5605, -0.6268, 0.6570)
Br (3.1218, 1.7976, 0.4823)
H (-3.5492, 0.9647, -0.8144)
H (-1.7435, 0.9897, -2.4616)
H (-3.0983, 0.3700, 1.5214)
H (0.5270, 0.4809, -1.8890)
H (-0.7627, -0.4803, 2.1590)
H (2.3948, -2.4059, 0.8810)

Atomic forces in eV per Å
C 0.12 1.22 1.01
C -0.57 -0.94 -2.84
C 0.14 -1.33 -1.29
C -0.47 1.94 -1.02
C 2.15 0.02 -2.02
C -1.13 -0.68 3.92
C -0.35 3.07 -1.28
O -1.00 -2.88 1.56
O -0.19 1.35 -0.49
F 0.82 -0.65 2.09
S 1.52 -1.73 0.34
Br 0.33 0.45 -0.02
H 0.06 -0.08 0.06
H 0.14 0.17 1.11
H -0.55 0.21 0.89
H -0.02 -0.68 0.24
H -0.18 0.22 -0.02
H -0.79 0.32 -2.24

Formula: C7H6CeO5
Source: the OMol25 dataset
Level of theory: wB97M-V/def2-TZVPD

The orbital gap (spin up / spin down) comes out at 7.28 / 7.48 eV. Its multiplicity is 2. The HOMO energy (spin up / spin down) comes out at -22.74 / -22.78 eV. The charge is +3. For the LUMO energy (spin up / spin down), the calculation gives -15.46 / -15.30 eV.

Atoms and positions in Å:
O (0.0298, -3.2143, -1.7175)
C (-0.0142, -2.0426, -1.7644)
Ce (-0.4233, 0.0030, -1.9131)
O (-2.6979, 0.0012, -4.9205)
C (-1.9514, -0.0082, -4.0346)
C (1.9372, 0.0033, -2.0579)
O (3.1077, 0.0049, -2.2291)
C (-0.0140, 2.0440, -1.7205)
O (0.0310, 3.2133, -1.6338)
C (0.1155, 1.3129, 2.3604)
C (0.0013, -0.0016, 1.7036)
C (-0.1141, -1.3105, 2.3633)
O (-0.0095, -0.0079, 0.4260)
H (0.0973, 1.1082, 3.4176)
H (-0.7259, 1.9617, 2.0710)
H (1.0563, 1.8048, 2.0708)
H (-1.0526, -1.8009, 2.0771)
H (0.7240, -1.9557, 2.0767)
H (-0.0974, -1.1155, 3.4247)

Atomic forces in eV per Å
O -0.49 6.76 -0.28
C 3.18 -15.78 1.19
Ce -7.64 -0.14 0.78
O 3.74 -0.05 4.38
C -4.54 0.05 -5.45
C 11.24 0.00 -1.50
O -7.87 -0.01 1.23
C 3.25 15.93 1.62
O -0.50 -6.77 -0.52
C -0.04 -0.54 0.30
C -0.05 0.06 -1.38
C 0.06 0.57 0.55
O -0.40 0.05 -1.96
H 0.05 0.55 0.49
H 0.18 -0.16 0.07
H -0.17 -0.11 0.06
H 0.09 0.06 0.01
H -0.04 0.04 0.01
H -0.04 -0.50 0.39

Formula: C7H6ClNO2
Source: the OMol25 dataset
Level of theory: wB97M-V/def2-TZVPD

The orbital gap comes out at 9.36 eV. Its SMILES is O=C(NO)c1cccc(Cl)c1. The HOMO energy comes out at -9.43 eV. The charge is 0. For the LUMO energy, the calculation gives -0.08 eV.

Atoms and positions in Å:
C (-1.7051, -0.1029, 0.0315)
C (-0.2522, 0.1252, -0.0580)
C (0.1201, 1.4278, -0.0260)
C (1.4383, 1.8238, 0.0032)
C (2.3981, 0.8344, -0.0369)
C (2.0209, -0.5440, -0.0297)
C (0.6874, -0.9137, -0.1447)
H (-3.7123, -0.9100, -0.0964)
H (-1.5703, -1.9657, 0.7283)
H (-0.6170, 2.2482, 0.0173)
H (1.7368, 2.8779, 0.0908)
H (3.4877, 1.0715, -0.1196)
H (0.4892, -1.9127, -0.4114)
N (-1.9885, -1.4797, -0.0185)
O (-3.2956, -1.7670, -0.0521)
O (-2.5855, 0.7822, 0.0741)
Cl (3.3482, -1.5953, 0.0481)

Atomic forces in eV per Å
C -1.32 0.17 -0.22
C -0.49 -0.50 -0.09
C -0.33 2.56 0.59
C 1.06 -0.09 -0.10
C 0.79 -0.63 0.09
C -0.22 2.42 -0.45
C 1.37 1.27 0.23
H -0.72 0.92 0.09
H 0.83 -0.83 0.93
H 0.07 -0.91 0.02
H -0.27 -0.55 -0.28
H -1.13 -0.21 0.36
H -0.64 -1.06 0.20
N 1.00 2.20 -0.82
O -1.98 -1.29 0.01
O 1.59 -2.26 -0.42
Cl 0.38 -1.22 -0.14

Calculated values (eV) of E for the records, taken in order: -7349.461; -7353.257; -7350.256; -68278.236; -114963.331; -95041.216; -30484.504; -25462.139.